Formula: C4H11NS
Source: the Open Molecules 2025 dataset
Level of theory: ωB97M-V with the def2-TZVPD basis set

Last column: natural (NBO) charge in e.
Atoms and positions in Å:
C1 0.56142 0.91484 0.23228  -0.429
C2 0.11322 0.08107 -1.04882  -0.398
C3 -1.33530 -0.18003 -1.17142  -0.563
S1 -1.52044 -1.53676 -2.29395  -0.035
C4 0.87366 -0.32130 1.14751  -0.209
N1 1.09301 -0.00084 2.61860  -0.845
H1 -0.25279 1.51001 0.68174  0.197
H2 1.29104 1.59813 -0.08418  0.208
H3 0.79174 -0.87532 -1.15310  0.206
H4 0.54622 0.63271 -1.81117  0.205
H5 -1.75082 0.78150 -1.42877  0.236
H6 -1.68991 -0.34137 -0.09794  0.214
H7 -2.14952 -1.16190 -3.42765  0.140
H8 1.74354 -1.00265 0.76196  0.197
H9 -0.07924 -0.89219 1.22591  0.185
H10 0.15488 0.04789 3.02223  0.347
H11 1.60929 0.74623 2.82676  0.346

## Properties
ΔE to the lowest compared entry with this formula, charge and spin (kcal per mole): 43.5
E_HOMO (eV): -8.885
Kohn-Sham gap (eV): 9.808
F_max (Eh/bohr): 0.1145
SMILES: NCCCCS

=====

Formula: C4H14NOSi
Source: the Open Molecules 2025 dataset
Level of theory: ωB97M-V with the def2-TZVPD basis set

Last column: natural (NBO) charge in e.
Atoms and positions in Å:
C1 1.42687 1.62594 -0.51584  -1.145
C2 1.38218 -0.82849 1.62031  -1.128
C3 -1.22574 0.94949 1.13352  -1.137
C4 -0.35815 -1.14116 -1.21913  -0.051
N1 -1.87803 -0.96888 -1.44574  -0.717
O1 0.24613 -0.97460 -2.44559  -0.707
Si1 0.45117 0.34004 0.46941  1.569
H1 2.20249 1.16842 -1.12475  0.260
H2 0.79666 2.23367 -1.16163  0.253
H3 1.93137 2.30927 0.16613  0.276
H4 1.67775 -0.32104 2.53513  0.265
H5 0.76930 -1.67904 1.90717  0.258
H6 2.28421 -1.21633 1.15598  0.264
H7 -1.06771 1.47861 2.06938  0.271
H8 -1.72514 1.64785 0.46820  0.243
H9 -1.91265 0.13646 1.35597  0.238
H10 -0.22507 -2.18119 -0.91708  0.186
H11 -2.12162 0.02320 -1.53213  0.432
H12 -2.12550 -1.44955 -2.32217  0.441
H13 -2.40384 -1.38161 -0.67086  0.438
H14 0.59850 -0.08440 -2.56185  0.490

## Properties
ΔE to the lowest compared entry with this formula, charge and spin (kcal per mole): 15.5
Charge: +1
E_HOMO (eV): -13.582
Kohn-Sham gap (eV): 10.300
F_max (Eh/bohr): 0.0548

=====

Formula: C41H34GeIrN2O2S
Source: the Open Molecules 2025 dataset
Level of theory: ωB97M-V with the def2-TZVPD basis set

Last column: Mulliken spin population.
Atoms and positions in Å:
Ir1 0.60102 0.56041 0.66508  0.362
C1 4.30757 1.70210 3.82840  0.001
C2 3.04596 1.00955 3.39971  -0.057
C3 3.08054 -0.38538 3.08970  0.141
C4 1.95109 -1.07725 2.76667  -0.098
C5 0.68431 -0.42071 2.67283  0.157
C6 0.66716 0.99583 2.85229  -0.111
C7 1.85714 1.66464 3.29651  0.111
H1 4.13194 2.76143 4.01721  0.001
H2 5.08433 1.61746 3.06400  -0.004
H3 4.70921 1.25965 4.74249  -0.002
H4 4.02506 -0.91454 3.15462  0.005
H5 1.99507 -2.14821 2.60021  -0.004
H6 -0.21871 -1.01129 2.74770  0.001
H7 -0.28026 1.47467 3.05878  0.009
H8 1.79109 2.71802 3.54785  0.004
O1 -1.12513 -2.00431 -0.16312  0.009
S1 0.16784 -2.36771 -0.67498  0.009
O2 0.24061 -3.03803 -1.94584  -0.001
N1 1.10392 -1.04478 -0.63219  0.006
C8 2.24853 -0.86498 -1.41693  0.003
C9 2.68173 -1.63380 -2.48252  0.047
C10 3.86078 -1.31322 -3.17995  -0.018
C11 4.63020 -0.23286 -2.85335  0.029
C12 4.23030 0.58231 -1.77248  -0.023
C13 4.95389 1.72553 -1.36542  0.038
C14 4.51622 2.47012 -0.30876  -0.026
C15 3.34796 2.07461 0.36262  0.063
N2 2.64745 1.01869 0.00927  -0.029
C16 3.05994 0.26356 -1.05670  0.008
C17 0.90862 -3.42688 0.54874  0.001
C18 2.25498 -3.76011 0.45257  -0.001
C19 2.83380 -4.54985 1.43204  0.000
C20 2.06893 -5.00766 2.49992  0.000
C21 0.72489 -4.67828 2.58205  0.000
C22 0.13819 -3.88447 1.60405  0.005
H9 2.09527 -2.48179 -2.79506  0.001
H10 4.15034 -1.94672 -4.00922  0.000
H11 5.52983 0.01124 -3.40317  0.001
H12 5.85136 1.99990 -1.90692  0.002
H13 5.04523 3.35233 0.02339  0.000
H14 2.97492 2.62870 1.21169  0.000
H15 2.85030 -3.39725 -0.37517  -0.001
H16 3.88304 -4.80626 1.36421  0.000
H17 2.52396 -5.62195 3.26608  0.000
H18 0.12874 -5.03543 3.41178  0.000
H19 -0.90419 -3.60133 1.66114  0.000
C23 -0.90271 1.19079 0.19716  0.251
Ge1 -2.65248 1.16847 -0.70992  0.037
C24 -3.15237 3.02140 -1.02226  0.008
C25 -4.41124 3.33845 -1.53377  -0.010
C26 -4.75720 4.65654 -1.79742  0.000
C27 -3.84417 5.67469 -1.55750  0.000
C28 -2.58791 5.37223 -1.05169  0.004
C29 -2.24720 4.05253 -0.78527  0.012
C30 -2.29215 0.19179 -2.34130  0.021
C31 -1.12834 0.47742 -3.05492  0.019
C32 -0.80858 -0.23715 -4.19874  0.005
C33 -1.65444 -1.24372 -4.64491  0.002
C34 -2.81707 -1.53106 -3.94577  -0.001
C35 -3.13140 -0.81949 -2.79561  -0.004
C36 -3.88131 0.22026 0.45143  0.025
C37 -3.67645 -1.14451 0.66384  0.004
C38 -4.50379 -1.85235 1.52357  -0.003
C39 -5.54246 -1.20470 2.18159  0.005
C40 -5.74935 0.15269 1.98145  -0.003
C41 -4.92023 0.86154 1.12138  -0.001
H20 -5.13305 2.55318 -1.73291  -0.002
H21 -5.73777 4.88868 -2.19337  0.000
H22 -4.11205 6.70284 -1.76575  0.000
H23 -1.87316 6.16363 -0.86397  0.000
H24 -1.26528 3.82492 -0.38497  -0.004
H25 -0.44837 1.24806 -2.70689  -0.010
H26 0.10845 -0.02118 -4.73297  0.000
H27 -1.39991 -1.81121 -5.53081  0.000
H28 -3.47353 -2.32139 -4.28726  0.000
H29 -4.03126 -1.07152 -2.24452  0.000
H30 -2.85655 -1.65319 0.16522  0.002
H31 -4.33689 -2.91043 1.68188  0.000
H32 -6.18888 -1.75787 2.85141  0.000
H33 -6.55564 0.66094 2.49524  0.000
H34 -5.09021 1.92303 0.97651  0.001

## Properties
⟨S²⟩: 0.77
ΔE to the lowest compared entry with this formula, charge and spin (kcal per mole): 0.0
Multiplicity: 2
E_HOMO (alpha / beta) (eV): -6.199 / -7.516
Kohn-Sham gap (alpha / beta) (eV): 6.058 / 6.762
F_max (Eh/bohr): 0.0128

=====

Formula: C4H10NO
Source: the Open Molecules 2025 dataset
Level of theory: ωB97M-V with the def2-TZVPD basis set

Last column: natural (NBO) charge in e.
Atoms and positions in Å:
C1 0.61914 -1.72863 1.16933  -0.660
C2 0.35496 -0.87304 -0.00921  0.191
C3 0.69124 -1.14601 -1.27831  -0.489
C4 0.36118 1.22856 1.31115  -0.286
N1 -0.10336 0.42881 0.30285  -0.602
H1 1.12955 -1.30779 2.03494  0.227
H2 1.13543 -2.64338 0.87071  0.218
H3 -0.32020 -2.12651 1.58117  0.226
H4 0.30993 -0.48986 -2.04680  0.193
H5 1.30305 -2.01086 -1.48475  0.205
H6 -0.25451 2.07726 1.59315  0.171
H7 1.29679 1.09607 1.82298  0.172
H8 -0.64623 0.88434 -0.42086  0.421
H9 -1.81599 1.81558 -2.49064  0.480
H10 -2.38788 2.71017 -1.37716  0.483
O1 -1.67310 2.08529 -1.57855  -0.948

## Properties
⟨S²⟩: 0.76
ΔE to the lowest compared entry with this formula, charge and spin (kcal per mole): 11.9
Multiplicity: 2
E_HOMO (alpha / beta) (eV): -5.886 / -8.304
Kohn-Sham gap (alpha / beta) (eV): 6.450 / 8.863
F_max (Eh/bohr): 0.0424

=====

Formula: C19H20BrNO5S2
Source: the Open Molecules 2025 dataset
Level of theory: ωB97M-V with the def2-TZVPD basis set

Last column: natural (NBO) charge in e.
Atoms and positions in Å:
C1 0.07026 0.95064 3.53541  -0.637
C2 0.97096 0.81685 2.31288  -0.066
H1 2.01808 0.90949 2.61340  0.199
H2 0.75250 1.59719 1.57441  0.180
O1 0.89820 -0.46761 1.71644  -0.514
C3 -0.17077 -0.79541 0.94964  0.358
C4 -1.20491 0.05675 0.59360  -0.285
C5 -2.23559 -0.37481 -0.23813  -0.100
C6 -2.23576 -1.67892 -0.72366  -0.220
C7 -1.20723 -2.53892 -0.38161  -0.209
C8 -0.18841 -2.11377 0.45106  0.190
O2 0.85604 -2.95243 0.76628  -0.673
S1 1.96471 -3.13810 -0.40554  2.377
O3 1.29775 -3.44219 -1.63285  -0.923
O4 2.93480 -4.04239 0.10796  -0.905
C9 2.60833 -1.47858 -0.47433  -0.272
C10 1.96639 -0.55305 -1.27275  -0.196
C11 2.35300 0.77560 -1.21228  -0.239
C12 3.38027 1.13202 -0.35189  -0.064
C13 4.04025 0.19631 0.43225  -0.240
C14 3.63789 -1.12637 0.37374  -0.184
H3 4.10092 -1.89056 0.97640  0.248
H4 4.84269 0.50389 1.08514  0.235
Br1 3.88365 2.95522 -0.22246  0.073
H5 1.85528 1.52278 -1.81125  0.242
H6 1.17381 -0.87779 -1.92798  0.252
H7 -1.16527 -3.54144 -0.77454  0.245
H8 -3.00978 -2.00701 -1.39979  0.222
C15 -3.23119 0.60752 -0.69767  0.139
N1 -4.53346 0.28946 -0.68191  -0.396
C16 -5.54404 1.18134 -1.20979  -0.266
H9 -5.05909 1.96204 -1.79654  0.258
C17 -6.33992 1.79292 -0.05289  -0.078
H10 -7.16896 2.39260 -0.42907  0.203
O5 -6.91096 0.78379 0.75046  -0.518
C18 -5.92285 -0.06473 1.27580  -0.076
H11 -6.44441 -0.81523 1.87143  0.202
C19 -5.10642 -0.73915 0.15957  -0.252
H12 -4.32492 -1.35821 0.59752  0.234
H13 -5.77228 -1.36080 -0.44833  0.205
H14 -5.23858 0.50514 1.92467  0.165
H15 -5.67416 2.42717 0.55122  0.174
H16 -6.21616 0.59797 -1.84704  0.203
S2 -2.65956 2.03366 -1.30911  -0.181
H17 -1.22077 1.08369 0.92237  0.243
H18 0.21931 1.92558 3.99078  0.220
H19 0.31756 0.17922 4.26010  0.218
H20 -0.97692 0.84435 3.26383  0.210

## Properties
ΔE to the lowest compared entry with this formula, charge and spin (kcal per mole): 0.0
E_HOMO (eV): -8.309
Kohn-Sham gap (eV): 8.360
F_max (Eh/bohr): 0.0202
SMILES: CCOc1cc(C(=S)N2CCOCC2)ccc1OS(=O)(=O)c1ccc(Br)cc1